DFT (ωB97M-V/def2-TZVPD) results for a structure of composition C63H46AuNOP2S.

## Properties
Net charge ... +2
HOMO (alpha / beta) ... -11.679 / -11.679 eV
F_max ... 0.4 eV/A
LUMO (alpha / beta) ... -7.12 / -7.12 eV
Spin multiplicity ... 1
Frontier orbital gap (alpha / beta) ... 4.56 / 4.56 eV

CARTESIAN COORDINATES (ANGSTROEM)
Au1 0.6704 0.3933 -0.1159
S1 -1.1744 -0.5491 2.2342
P1 0.6265 2.0725 1.6432
P2 1.2446 -1.8909 0.4645
O1 -1.9292 -1.2866 0.9387
N1 -1.4612 0.1750 -1.5464
C1 -1.1224 0.5356 -2.8386
C2 -2.8254 2.6235 3.9565
C3 1.0026 3.6646 0.8425
C4 -0.6503 -5.4331 5.6985
C5 -3.5685 -0.7016 -2.3126
C6 -1.8874 1.8945 3.1923
C7 3.0534 -1.7253 0.6477
C8 0.3565 -6.1900 4.8003
C9 -1.7282 -3.0952 5.3194
C10 -4.5406 0.9306 3.8913
C11 -0.6624 2.5660 2.8877
C12 -5.0068 -1.8674 -0.6994
C13 -4.7101 -1.3870 -2.0217
C14 2.0656 -3.5779 -1.6713
C15 1.4764 -5.3549 2.5949
C16 -0.1327 -4.0711 3.8045
C17 1.9911 4.5401 1.2870
C18 -0.4514 3.8027 3.4730
C19 1.8879 1.3160 4.0280
C20 -1.3730 4.4843 4.2890
C21 0.2491 4.0037 -0.2802
C22 -2.0619 0.2960 -3.8999
C23 0.6385 -5.2422 3.6658
C24 0.5229 -4.5476 -3.2430
C25 -4.8482 3.2502 5.0471
C26 2.3546 1.7526 -2.3456
C27 -0.2848 -3.1410 -1.4713
C28 1.5404 -4.2730 1.7045
C29 -0.9109 -4.1380 4.9809
C30 5.8120 -1.3553 0.8341
C31 -2.5884 3.9042 4.4983
C32 -3.8019 4.3716 5.2573
C33 3.7734 -1.2089 -0.4324
C34 0.4317 1.6953 -4.3483
C35 2.0568 1.7059 2.7008
C36 -2.9735 -0.6953 0.1582
C37 -4.1750 -1.5791 0.3053
C38 0.8121 -3.0974 1.8134
C39 1.6373 2.2781 -4.5994
C40 2.6086 2.3006 -3.5808
C41 0.4565 5.2105 -0.9273
C42 0.1480 1.1293 -3.0643
C43 1.0160 -2.9533 -1.0042
C44 -3.6113 0.1215 3.2382
C45 -0.5322 -3.9387 -2.5758
C46 3.3389 1.7155 2.1510
C47 -3.2376 -0.3063 -3.6484
C48 -0.1095 -2.9838 2.9027
C49 1.1283 1.1523 -2.0182
C50 4.4338 1.3887 2.9316
C51 -2.5887 -0.3971 -1.2903
C52 1.8194 -4.3662 -2.7878
C53 5.1437 -1.0328 -0.3410
C54 -2.3375 0.5580 2.8951
C55 -1.7931 -2.0122 4.4339
C56 5.0989 -1.8385 1.9186
C57 3.7247 -2.0198 1.8304
C58 -4.1215 2.1817 4.2787
C59 2.9861 0.9593 4.7999
C60 2.2122 5.7404 0.6262
C61 4.2601 1.0093 4.2572
C62 -1.0597 -1.9560 3.2629
C63 1.4410 6.0796 -0.4764
H1 -0.0567 -7.1271 4.4255
H2 3.4837 1.9974 1.1137
H3 5.6937 -0.6538 -1.1931
H4 3.1882 -2.4038 2.6882
H5 -2.4271 -1.1807 4.7038
H6 -0.2431 -5.2367 6.6915
H7 0.3342 -5.1646 -4.1114
H8 -5.5295 0.5561 4.1184
H9 -1.1100 -2.6758 -0.9486
H10 -5.8803 -2.4842 -0.5429
H11 2.0884 -6.2312 2.4267
H12 -0.3054 1.7018 -5.1377
H13 0.4817 4.3094 3.2654
H14 0.9028 1.3191 4.4799
H15 2.8462 0.6690 5.8333
H16 -0.4920 3.3088 -0.6590
H17 2.6460 -4.8400 -3.3006
H18 -4.3499 -1.9855 1.2911
H19 1.6124 7.0173 -0.9885
H20 -3.2447 0.2914 0.5701
H21 1.8477 2.7210 -5.5627
H22 5.4260 1.4240 2.5020
H23 2.2284 -4.3665 0.8740
H24 -5.2363 2.8582 5.9878
H25 -0.1381 5.4687 -1.7942
H26 -4.1520 5.3372 4.8937
H27 6.8851 -1.2297 0.8999
H28 3.2605 -0.9543 -1.3529
H29 5.6105 -2.0803 2.8412
H30 -1.5774 -5.9880 5.8456
H31 2.9878 6.4092 0.9753
H32 5.1190 0.7565 4.8652
H33 2.6060 4.2845 2.1420
H34 -1.5485 -4.0893 -2.9188
H35 -1.1151 5.4518 4.6987
H36 -3.5629 4.4995 6.3139
H37 -1.8145 0.5720 -4.9114
H38 3.5686 2.7629 -3.7792
H39 -5.3983 -1.6205 -2.8269
H40 -3.8793 -0.9036 3.0250
H41 -2.3164 -3.0873 6.2268
H42 1.2722 -6.4421 5.3353
H43 -5.7108 3.5978 4.4756
H44 3.1335 1.7975 -1.5924
H45 3.0860 -3.4428 -1.3345
H46 -3.9441 -0.5120 -4.4432

Cartesian forces, eV/Å:
Au 0.4 0.1 0.0
S 0.0 0.1 -0.3
P 0.1 -0.1 0.0
P 0.0 0.1 0.1
O 0.1 0.1 0.0
N -0.1 0.0 -0.1
C -0.2 -0.1 0.1
C 0.0 0.0 0.0
C 0.1 0.0 0.0
C 0.0 0.0 0.0
C 0.1 0.1 0.0
C 0.0 -0.1 0.0
C 0.0 -0.1 0.1
C 0.0 0.0 0.0
C 0.0 0.0 -0.1
C 0.0 0.0 0.0
C -0.1 0.0 -0.1
C 0.1 0.1 -0.1
C 0.0 0.0 0.1
C 0.0 0.0 0.0
C 0.0 0.0 0.0
C 0.0 -0.1 0.0
C 0.1 0.0 0.0
C 0.0 0.1 0.0
C 0.0 0.0 0.0
C 0.0 0.0 0.0
C 0.0 0.0 0.0
C 0.1 0.0 0.0
C 0.0 0.0 0.0
C 0.0 0.0 0.0
C 0.0 0.0 0.0
C 0.0 -0.1 0.2
C 0.0 0.0 0.0
C 0.0 0.0 0.0
C 0.0 0.0 0.0
C 0.0 0.0 0.0
C 0.0 0.0 0.0
C 0.0 0.0 0.0
C 0.0 0.1 0.0
C 0.0 0.0 0.0
C -0.1 -0.1 0.1
C -0.1 0.0 0.0
C 0.0 0.0 0.0
C -0.1 0.0 -0.1
C 0.0 0.0 0.1
C 0.0 0.1 -0.1
C 0.0 0.0 0.0
C 0.1 0.1 0.0
C 0.0 0.0 -0.1
C -0.1 0.0 0.0
C 0.0 0.0 0.0
C 0.0 0.0 -0.1
C -0.1 0.0 0.0
C 0.0 0.1 0.0
C -0.3 0.0 -0.2
C 0.0 0.0 0.0
C -0.1 -0.1 -0.1
C 0.0 0.0 0.0
C 0.0 0.0 0.0
C 0.0 0.0 0.1
C 0.0 0.0 0.1
C 0.0 0.0 0.0
C 0.0 0.0 0.0
C 0.0 0.0 0.0
C 0.0 0.0 0.0
C 0.0 0.0 0.0
C 0.0 0.0 0.0
C 0.0 -0.1 0.1
C 0.0 0.0 0.0
H 0.0 0.0 0.0
H 0.0 0.0 0.0
H 0.0 0.0 0.0
H 0.0 0.0 0.0
H 0.1 0.0 0.0
H 0.0 0.0 0.0
H 0.0 0.0 0.0
H 0.0 0.0 0.0
H 0.0 0.0 0.0
H 0.0 0.0 0.0
H 0.0 0.0 0.0
H 0.0 0.0 0.0
H 0.0 0.0 0.0
H 0.0 0.0 0.0
H 0.0 0.0 0.0
H 0.0 0.0 0.0
H 0.0 0.0 0.0
H 0.0 0.0 0.0
H 0.0 0.0 0.0
H 0.0 0.0 0.0
H 0.0 0.0 0.0
H 0.0 0.0 0.0
H 0.0 0.0 0.0
H 0.0 0.0 0.0
H 0.0 0.0 0.0
H 0.0 0.0 0.0
H 0.0 0.0 0.0
H 0.0 0.0 0.0
H 0.0 0.0 0.0
H 0.0 0.0 0.0
H 0.0 0.0 0.0
H 0.0 0.0 0.0
H 0.0 0.0 0.0
H 0.0 0.0 0.0
H 0.0 0.0 0.0
H 0.0 0.0 0.0
H 0.0 0.0 0.0
H 0.0 0.0 0.0
H 0.0 0.0 0.0
H 0.0 0.0 -0.1
H 0.0 0.0 0.0
H 0.0 0.0 0.0
H 0.0 0.0 0.0
H 0.0 0.0 0.0
H 0.0 0.0 0.0
H 0.0 0.0 0.0